(1)
Here is C34H52BrGeN7OPReSSi3 as an isolated structure from the Open Molecules 2025 dataset. Energies are from ωB97M-V/def2-TZVPD.

Properties
- 2S+1 = 3
- DFT total energy (eV) = -221012.3255
- charge = +2

Last column: Löwdin spin population.
Geometry (Å):
Re (-0.710, 0.489, -2.616)  1.561
N (-3.575, 1.753, 0.253)  0.007
C (-2.703, 1.570, -0.753)  0.022
S (-1.339, 0.493, -0.434)  0.106
N (-3.070, 2.002, -1.936)  0.007
N (-2.160, 1.811, -2.916)  0.004
C (-2.283, 2.322, -4.169)  -0.017
C (-1.292, 1.928, -5.105)  -0.004
C (-1.173, 2.419, -6.427)  -0.008
C (-0.271, 1.736, -7.276)  -0.005
C (0.561, 0.708, -6.813)  -0.002
C (0.476, 0.373, -5.476)  -0.005
N (-0.331, 1.030, -4.612)  0.014
H (-3.249, 1.743, 1.183)  0.000
H (-4.472, 2.142, 0.014)  0.000
H (-3.105, 2.971, -4.500)  -0.001
H (-1.841, 3.219, -6.789)  0.000
H (-0.144, 1.989, -8.318)  0.000
H (1.257, 0.153, -7.436)  0.000
H (1.105, -0.364, -4.991)  -0.001
Br (7.986, 1.197, 4.729)  0.021
C (8.067, 1.599, 2.903)  0.067
C (8.416, 0.611, 1.974)  -0.011
C (8.092, 0.816, 0.661)  0.050
C (7.208, 1.925, 0.372)  -0.018
C (7.220, 3.089, 1.256)  0.047
C (7.549, 2.851, 2.562)  -0.006
N (6.347, 1.660, -0.604)  0.071
N (5.307, 2.373, -0.828)  -0.102
C (4.244, 1.692, -1.418)  0.065
C (4.506, 0.462, -2.061)  -0.046
C (3.474, -0.384, -2.314)  0.045
C (2.170, 0.175, -2.178)  -0.063
O (1.089, -0.537, -2.532)  0.113
C (1.930, 1.533, -1.859)  0.003
N (0.613, 1.954, -1.952)  -0.029
C (0.277, 3.122, -1.364)  0.032
C (1.236, 3.871, -0.699)  -0.015
C (2.575, 3.522, -0.695)  0.035
C (2.973, 2.333, -1.347)  -0.011
H (9.042, -0.213, 2.304)  -0.002
H (8.173, 0.005, -0.069)  0.002
H (6.690, 3.969, 0.940)  0.002
H (7.562, 3.647, 3.309)  -0.001
H (5.577, 0.224, -2.107)  -0.003
H (3.520, -1.411, -2.633)  0.003
H (-0.754, 3.410, -1.428)  0.002
H (0.889, 4.820, -0.298)  -0.002
H (3.363, 4.102, -0.235)  0.002
C (-1.464, -2.431, -4.670)  0.010
P (-1.905, -1.567, -3.045)  0.023
C (-3.719, -1.310, -3.222)  0.006
C (-1.942, -3.087, -1.929)  -0.003
H (-2.320, -2.991, -5.045)  0.001
H (-0.554, -3.057, -4.581)  0.000
H (-1.236, -1.661, -5.428)  0.000
H (-4.237, -2.248, -3.140)  0.001
H (-3.990, -0.884, -4.219)  0.000
H (-4.127, -0.637, -2.429)  0.000
H (-2.429, -2.849, -0.982)  0.000
H (-0.971, -3.512, -1.687)  0.000
H (-2.528, -3.799, -2.460)  -0.001
C (-5.382, -1.448, 1.733)  0.000
Si (-3.828, -2.246, 2.401)  0.004
C (-3.938, -3.994, 1.710)  0.000
C (-4.070, -2.408, 4.216)  0.003
Ge (-1.775, -0.948, 2.250)  0.019
Si (0.059, -2.260, 2.725)  0.002
C (1.495, -1.221, 3.396)  0.000
C (-0.213, -3.752, 3.770)  0.000
C (0.504, -3.068, 1.077)  0.000
Si (-1.861, 0.874, 3.895)  0.002
C (-1.177, 0.093, 5.515)  0.001
C (-3.585, 1.685, 3.931)  0.000
C (-0.696, 2.198, 3.375)  0.000
H (-5.415, -1.472, 0.668)  0.000
H (-5.602, -0.392, 2.031)  0.000
H (-6.193, -2.069, 2.093)  0.000
H (-4.680, -4.557, 2.336)  0.000
H (-2.958, -4.556, 1.682)  0.000
H (-4.261, -3.961, 0.697)  0.000
H (-4.599, -3.329, 4.462)  0.000
H (-4.735, -1.550, 4.558)  0.000
H (-3.193, -2.362, 4.875)  0.000
H (1.205, -0.659, 4.253)  0.000
H (1.924, -0.525, 2.649)  0.000
H (2.286, -1.946, 3.733)  0.000
H (-0.325, -3.561, 4.837)  0.000
H (0.659, -4.395, 3.661)  0.000
H (-1.091, -4.229, 3.388)  0.000
H (0.512, -2.398, 0.192)  0.000
H (-0.109, -3.951, 0.870)  0.000
H (1.544, -3.402, 1.262)  0.000
H (-1.117, -1.006, 5.571)  0.000
H (-1.824, 0.431, 6.345)  0.000
H (-0.148, 0.484, 5.786)  0.000
H (-3.803, 1.857, 4.976)  0.000
H (-4.393, 1.126, 3.507)  0.000
H (-3.530, 2.654, 3.425)  0.000
H (0.341, 1.874, 3.502)  0.000
H (-0.785, 3.126, 3.917)  0.000
H (-0.844, 2.394, 2.290)  0.001

Cartesian forces, eV/Å:
Re 4.17 -1.45 -1.10
N -0.13 -0.01 -0.88
C -1.25 -0.52 -0.51
S -0.80 -0.04 2.48
N -0.35 1.33 0.68
N -0.41 -0.82 -3.06
C -0.57 0.16 2.10
C 1.86 -0.12 -0.29
C 0.16 -1.24 -0.31
C -0.07 0.55 0.38
C -0.56 -0.04 0.73
C 0.46 0.75 0.54
N -2.26 -0.17 -0.81
H 0.05 -0.13 0.99
H 0.00 0.34 0.20
H 0.30 -0.21 0.63
H 0.50 -0.62 0.19
H -0.32 0.37 -0.08
H -0.27 0.28 -0.07
H 0.08 -0.05 -0.20
Br 0.48 -0.21 0.37
C -0.40 -0.25 0.12
C 1.14 0.78 0.94
C -2.17 0.59 -0.38
C 2.72 1.31 1.87
C -1.21 -2.24 -1.20
C 1.20 0.48 -0.08
N -2.49 -0.54 -2.38
N 1.06 0.42 1.82
C 1.66 0.53 -1.04
C 0.72 0.96 1.37
C -2.50 0.71 -0.12
C -0.02 -0.70 -1.31
O -0.89 0.09 0.14
C -0.32 -0.36 0.15
N 0.81 1.34 0.82
C 1.09 -1.72 -0.95
C 0.39 1.08 0.06
C 0.19 -0.23 -0.36
C -0.45 -1.19 -0.01
H -0.44 -0.14 -0.06
H 0.12 0.47 0.16
H 0.07 0.31 -0.03
H -0.40 -0.34 -0.17
H -0.69 -0.23 -0.14
H 0.30 -0.13 -0.15
H -0.24 0.24 -0.02
H 0.29 -0.18 0.23
H -0.23 0.25 0.12
C 0.41 0.98 0.24
P -0.78 -1.83 -1.11
C -0.25 1.05 -0.21
C 0.61 1.61 0.34
H 0.09 -0.20 0.22
H -0.64 0.25 0.16
H -0.14 -0.23 0.30
H -0.20 -0.55 0.03
H 0.40 -0.15 0.78
H 0.45 -0.40 -0.59
H -0.11 0.09 -0.01
H 0.18 0.16 -0.24
H -0.50 -0.67 -0.42
C 0.21 1.29 0.67
Si -0.98 -0.50 -0.89
C 1.46 -0.63 0.84
C -0.25 1.59 1.68
Ge -1.40 0.48 0.69
Si 2.24 -0.35 -0.95
C 0.54 -0.97 -0.85
C -0.17 0.55 0.91
C 0.63 0.49 -0.16
Si -0.07 0.21 0.15
C 0.32 0.30 0.40
C 0.99 -0.18 0.13
C 0.74 -0.13 -1.13
H 0.00 -0.07 -0.95
H 0.27 -0.84 -0.05
H -0.30 -0.16 0.14
H 0.68 0.44 -0.61
H -1.03 0.43 0.29
H -0.51 -0.06 -0.90
H 0.01 -0.07 -0.18
H 0.72 -0.94 -0.35
H -0.05 -0.11 -0.17
H -0.21 0.48 0.71
H -0.16 -0.40 0.32
H -0.58 0.69 -0.40
H -0.16 -0.01 0.01
H 0.04 -0.08 -0.22
H -0.54 -0.71 -0.04
H 0.03 -0.36 0.43
H 0.04 0.16 0.03
H -0.36 -0.04 -0.37
H -0.15 0.37 -0.10
H 0.09 -0.24 -0.28
H -1.12 -0.32 -0.66
H -0.28 0.24 0.33
H -0.46 -0.47 -0.19
H 0.04 -0.03 0.11
H -0.04 -0.04 -0.12
H -0.29 0.34 0.24
H 0.14 0.13 0.54

(2)
Here is a 2-piece molecular cluster, C2H2OS2 overall from the Open Molecules 2025 dataset. Energies are from ωB97M-V/def2-TZVPD.

Properties
- energy relative to the best compared isomer or geometry (same formula, charge and spin) (kJ/mol) = 329.67
- 2S+1 = 1

Last column: natural (NBO) charge in e.
Geometry (Å):
C (0.183, -1.101, -0.114)  0.236
C (-0.837, -0.198, 0.129)  -0.142
O (0.811, -1.826, 0.584)  -0.476
S (-2.328, 0.229, -0.011)  0.358
S (1.246, 1.552, 0.053)  -0.277
H (0.434, -1.213, -1.294)  0.172
H (0.491, 2.558, 0.653)  0.129

Cartesian forces, eV/Å:
C 2.01 -1.86 -3.88
C -1.93 2.72 -0.12
O 0.42 -0.67 1.75
S 1.27 -0.36 0.37
S -1.45 0.23 0.54
H -0.87 0.89 1.85
H 0.55 -0.95 -0.53

(3)
Here is C17H28BeBr2ClFIKLiNO11 as an isolated structure from the Open Molecules 2025 dataset. Energies are from ωB97M-V/def2-TZVPD.

Properties
- 2S+1 = 1
- DFT total energy (eV) = -222417.5944

Last column: Löwdin charge in e.
Geometry (Å):
C (0.299, -2.023, -2.383)  -0.048
C (1.087, -0.984, -1.335)  -0.241
F (2.575, -1.133, -1.396)  -0.101
C (0.562, 0.562, -1.544)  -0.005
C (-0.558, 1.297, -0.542)  -0.342
Br (-1.305, 0.243, 1.038)  0.772
C (-1.107, 2.854, -0.811)  -0.027
C (-2.255, 3.488, 0.202)  -0.146
C (-3.776, 3.464, -0.407)  -0.371
C (-4.083, 2.263, -1.478)  -0.451
C (-4.304, 0.774, -0.786)  -0.288
O (-5.025, 0.690, 0.353)  -0.064
O (-3.700, -0.413, -1.459)  -0.067
N (-0.562, 3.646, -2.018)  -0.122
C (-0.990, 5.063, -2.366)  -0.298
C (0.473, 3.019, -2.977)  -0.407
I (1.144, 4.241, -4.719)  0.922
C (1.088, 1.507, -2.821)  -0.113
C (2.165, 1.005, -3.958)  -0.162
C (1.448, 0.615, -5.416)  -0.598
O (2.121, 0.608, -6.592)  -0.084
Cl (-0.340, 0.129, -5.359)  0.587
H (0.834, -2.101, -3.429)  0.087
H (-0.811, -1.593, -2.474)  0.093
H (0.161, -3.085, -1.858)  0.110
H (0.781, -1.379, -0.250)  0.129
H (-1.977, 4.640, 0.353)  0.124
H (-2.218, 3.025, 1.295)  0.096
H (-4.541, 3.420, 0.497)  0.125
H (-3.938, 4.489, -0.995)  -0.058
H (-3.322, 2.173, -2.362)  -0.012
H (-5.133, 2.529, -1.981)  0.102
H (-4.141, -0.487, -2.356)  0.119
H (-1.498, 5.143, -3.443)  0.021
H (-1.754, 5.540, -1.619)  0.068
H (-0.005, 5.732, -2.294)  0.093
H (2.781, 0.047, -3.657)  0.136
H (2.982, 1.835, -4.216)  0.115
O (3.887, -3.043, 0.855)  -0.102
H (3.448, -2.481, 0.242)  -0.076
C (-0.878, 1.220, 4.345)  -0.266
O (-0.936, 2.525, 3.800)  -0.107
H (-1.267, 0.510, 3.611)  0.008
H (0.159, 0.967, 4.579)  0.113
H (-1.489, 1.175, 5.251)  -0.190
H (-0.584, 3.132, 4.473)  0.100
C (1.833, -3.756, 3.371)  -0.389
O (0.657, -3.181, 3.568)  -0.139
H (2.310, -3.607, 2.387)  0.088
H (2.658, -3.465, 4.044)  -0.013
H (1.879, -4.855, 3.455)  -0.010
K (-2.633, 0.562, 5.942)  1.113
Li (2.467, -6.303, 4.309)  0.677
C (3.089, -6.151, -0.489)  -0.848
O (2.721, -5.339, -1.371)  0.011
O (4.206, -6.765, -0.850)  0.089
O (2.590, -6.453, 0.619)  0.000
H (4.231, -6.270, -1.694)  0.112
O (6.554, -1.417, 1.414)  -0.081
H (5.782, -1.899, 1.080)  -0.012
H (6.766, -1.863, 2.248)  0.029
Be (3.067, -4.240, 6.459)  0.398
O (-4.849, -1.523, 8.333)  -0.498
H (-5.216, -2.388, 8.311)  -0.180
Br (-3.616, 4.064, -2.730)  0.476

Cartesian forces, eV/Å:
C -0.48 0.31 0.77
C -0.95 -1.07 0.61
F -3.22 0.80 -0.22
C -0.94 3.90 -0.67
C 1.72 1.69 -3.33
Br 1.03 1.43 -2.55
C 1.42 -2.08 -1.09
C 0.65 1.02 -0.07
C -0.86 -0.31 2.69
C -1.40 -3.28 1.15
C -3.39 0.23 5.18
O 4.85 -0.45 -7.01
O -2.23 2.24 0.55
N 1.32 -3.88 0.48
C 0.70 2.23 0.17
C -0.54 -2.79 2.35
I -0.75 -1.35 1.85
C -2.39 1.52 2.03
C -0.14 0.08 -0.53
C 3.85 0.15 -5.62
O -4.82 0.07 8.50
Cl 2.28 0.65 -0.05
H -1.15 0.19 2.23
H 2.49 -0.79 -0.04
H 0.80 2.37 -1.26
H 0.82 1.33 -2.33
H -0.42 -2.53 -0.38
H 0.33 0.54 -2.69
H 1.70 -0.47 -1.39
H -0.05 -2.39 3.07
H -1.34 -1.32 2.57
H 2.22 -1.19 1.46
H 0.77 0.37 1.36
H 1.23 -0.50 2.54
H 1.62 -1.49 -1.43
H -1.88 -1.54 -0.26
H -1.54 1.82 -0.27
H -2.05 -1.74 0.61
O 0.42 -1.23 1.88
H -1.00 0.88 -1.13
C 1.22 0.92 -0.04
O -0.16 0.32 0.26
H 0.03 0.10 0.13
H -0.03 -0.35 -0.03
H 6.05 2.66 -4.14
H -0.08 -0.17 -0.53
C -1.50 0.95 1.91
O 1.63 -0.85 -0.46
H 0.92 0.64 -1.97
H 0.26 0.78 0.14
H -0.68 -0.95 -0.53
K -7.51 -3.94 4.93
Li 0.07 0.02 -0.29
C -0.85 0.23 0.97
O -1.31 0.60 0.58
O 1.20 -0.58 -0.59
O -0.28 0.55 -0.13
H 1.15 -0.62 -0.33
O 0.07 -0.17 0.32
H -0.12 -0.07 0.10
H -0.10 0.16 -0.39
Be -0.02 -0.16 -0.08
O 0.99 1.61 -0.38
H -0.48 -1.18 -0.08
Br 0.87 6.04 -9.11

(4)
Here is the molecule C3H7NO2 from the Open Molecules 2025 dataset. Energies are from ωB97M-V/def2-TZVPD.

Properties
- energy relative to the best compared isomer or geometry (same formula, charge and spin) (kJ/mol) = 246.79
- 2S+1 = 1

Last column: natural (NBO) charge in e.
Geometry (Å):
C (1.417, 1.024, -0.469)  -0.663
C (0.112, 0.847, 0.280)  0.369
O (-1.003, 1.141, -0.500)  -0.711
C (-0.288, -1.268, -0.171)  0.246
O (0.027, -0.488, 0.871)  -0.547
N (-1.023, -2.290, 0.220)  -0.795
H (2.238, 0.598, 0.112)  0.221
H (1.593, 2.091, -0.627)  0.219
H (1.386, 0.521, -1.441)  0.227
H (0.028, 1.487, 1.152)  0.173
H (-0.957, 0.560, -1.280)  0.483
H (-1.413, -2.840, -0.525)  0.399
H (-1.335, -2.455, 1.173)  0.381

Cartesian forces, eV/Å:
C 0.08 0.02 0.02
C 0.36 0.45 0.31
O 0.06 -0.06 -0.02
C -0.37 -0.49 0.03
O -0.56 0.14 -0.81
N 0.15 -0.20 -0.13
H -0.03 0.12 -0.04
H 0.01 -0.13 -0.01
H -0.06 0.05 0.22
H 0.20 0.18 0.03
H 0.02 0.12 0.23
H 0.07 -0.31 0.22
H 0.05 0.11 -0.05

(5)
Here is C42H35INP2Sc as an isolated structure from the Open Molecules 2025 dataset. Energies are from ωB97M-V/def2-TZVPD.

Properties
- 2S+1 = 1
- DFT total energy (eV) = -92977.6137
- charge = +2

Last column: Löwdin charge in e.
Geometry (Å):
Sc (-0.773, -0.634, -0.443)  0.742
C (0.708, 1.132, 2.447)  -0.272
N (1.451, 1.329, 1.207)  -0.211
C (2.379, 0.238, 0.915)  -0.296
P (1.890, -0.512, -0.692)  1.017
C (3.062, -1.778, -1.164)  -0.387
C (4.424, -1.616, -0.900)  -0.080
C (5.325, -2.591, -1.297)  -0.049
C (4.873, -3.723, -1.963)  -0.043
C (3.522, -3.886, -2.236)  -0.052
C (2.616, -2.916, -1.834)  -0.098
C (1.865, 0.794, -1.930)  -0.372
C (2.762, 0.869, -2.989)  -0.053
C (2.642, 1.893, -3.919)  -0.036
C (1.629, 2.836, -3.802)  -0.037
C (0.717, 2.761, -2.757)  -0.046
C (0.836, 1.736, -1.835)  -0.161
C (1.849, 2.667, 0.878)  -0.243
C (0.980, 3.733, 1.117)  -0.035
C (1.322, 5.022, 0.736)  -0.060
C (2.526, 5.279, 0.098)  -0.067
C (3.385, 4.222, -0.151)  -0.053
C (3.056, 2.928, 0.234)  -0.032
P (-0.577, -0.182, 2.245)  1.025
C (-2.142, 0.574, 2.742)  -0.380
C (-2.476, 1.795, 2.146)  -0.113
C (-3.698, 2.391, 2.412)  -0.054
C (-4.596, 1.765, 3.268)  -0.047
C (-4.274, 0.547, 3.848)  -0.046
C (-3.050, -0.056, 3.584)  -0.070
C (-0.163, -1.523, 3.366)  -0.394
C (0.134, -2.790, 2.874)  -0.109
C (0.512, -3.810, 3.736)  -0.053
C (0.598, -3.560, 5.097)  -0.042
C (0.314, -2.294, 5.598)  -0.045
C (-0.062, -1.275, 4.739)  -0.084
H (0.161, 2.031, 2.708)  0.078
H (1.356, 0.879, 3.294)  0.118
H (2.273, -0.545, 1.670)  0.098
H (3.429, 0.532, 0.940)  0.089
H (4.793, -0.733, -0.390)  0.108
H (6.379, -2.466, -1.090)  0.119
H (5.580, -4.482, -2.273)  0.120
H (3.175, -4.766, -2.760)  0.117
H (1.563, -3.046, -2.054)  0.058
H (3.549, 0.131, -3.094)  0.113
H (3.343, 1.954, -4.741)  0.120
H (1.549, 3.633, -4.528)  0.120
H (-0.064, 3.503, -2.656)  0.121
H (0.178, 1.759, -0.960)  0.068
H (0.020, 3.587, 1.594)  0.088
H (0.634, 5.831, 0.943)  0.115
H (2.791, 6.285, -0.195)  0.114
H (4.332, 4.395, -0.646)  0.116
H (3.757, 2.141, 0.002)  0.099
H (-1.779, 2.301, 1.482)  0.086
H (-3.949, 3.339, 1.957)  0.117
H (-5.550, 2.229, 3.481)  0.119
H (-4.977, 0.061, 4.512)  0.119
H (-2.812, -1.010, 4.038)  0.110
H (0.076, -2.990, 1.810)  0.038
H (0.740, -4.794, 3.348)  0.116
H (0.892, -4.352, 5.772)  0.120
H (0.387, -2.104, 6.660)  0.120
H (-0.282, -0.293, 5.142)  0.121
I (-1.419, -3.457, -0.857)  1.174
C (-2.990, -2.905, -2.143)  -0.581
C (-3.740, -3.915, -2.662)  -0.121
C (-4.805, -3.571, -3.529)  -0.040
C (-5.052, -2.260, -3.816)  0.001
C (-4.259, -1.225, -3.261)  -0.145
C (-4.525, 0.140, -3.557)  0.006
C (-3.773, 1.143, -3.023)  -0.047
C (-2.700, 0.811, -2.162)  -0.126
C (-2.391, -0.488, -1.841)  -0.248
C (-3.184, -1.534, -2.394)  -0.263
H (-3.544, -4.952, -2.429)  0.106
H (-5.415, -4.356, -3.953)  0.121
H (-5.867, -1.990, -4.476)  0.128
H (-5.348, 0.370, -4.223)  0.128
H (-3.986, 2.177, -3.256)  0.116
H (-2.112, 1.637, -1.758)  0.081

Cartesian forces, eV/Å:
Sc -0.01 0.10 -0.23
C -0.01 0.01 0.09
N -0.07 -0.04 -0.05
C 0.18 0.04 0.11
P -0.40 -0.27 -0.01
C 0.18 0.04 0.02
C 0.06 -0.04 0.00
C -0.03 -0.01 0.00
C 0.00 0.01 0.01
C 0.01 0.05 0.03
C 0.01 -0.03 -0.03
C -0.02 0.13 -0.03
C 0.01 0.00 -0.08
C -0.02 -0.01 0.01
C -0.01 0.02 -0.02
C 0.09 -0.08 -0.05
C -0.11 0.09 0.00
C 0.07 -0.03 0.03
C 0.02 0.05 -0.07
C -0.04 -0.03 0.02
C 0.02 -0.04 0.01
C 0.00 -0.03 0.00
C 0.01 0.08 0.01
P -0.19 -0.23 -0.26
C 0.00 0.08 0.03
C -0.02 0.04 0.01
C -0.01 -0.05 0.02
C 0.01 0.00 -0.01
C 0.02 -0.01 -0.02
C -0.05 -0.01 0.01
C 0.05 0.09 0.17
C 0.02 -0.07 -0.04
C -0.01 0.05 0.00
C 0.01 0.02 0.01
C 0.00 -0.01 -0.02
C -0.01 -0.05 0.04
H 0.10 0.09 0.05
H 0.03 0.01 -0.03
H -0.01 -0.04 -0.03
H -0.05 0.05 0.08
H -0.02 -0.01 -0.01
H 0.00 0.00 0.00
H 0.00 0.00 0.00
H 0.00 0.00 0.00
H -0.01 0.02 0.01
H 0.00 0.01 0.02
H 0.00 0.00 0.01
H 0.01 -0.01 -0.01
H 0.00 0.00 0.00
H 0.01 -0.06 -0.06
H 0.02 -0.01 0.01
H 0.01 0.00 0.00
H 0.00 0.00 0.00
H 0.00 0.01 0.00
H 0.00 0.03 -0.02
H -0.03 -0.05 0.00
H 0.00 0.00 0.00
H 0.00 0.00 0.00
H 0.01 0.00 0.00
H 0.02 0.00 0.01
H -0.01 0.01 -0.02
H 0.00 0.00 -0.01
H -0.01 0.00 0.00
H 0.00 0.01 0.00
H -0.02 0.00 -0.03
I 0.18 0.29 0.16
C 0.01 -0.19 0.02
C -0.21 0.15 -0.18
C 0.10 -0.06 0.09
C 0.01 0.06 0.01
C -0.11 0.11 -0.11
C -0.04 -0.08 -0.02
C 0.07 -0.06 0.07
C -0.05 0.20 -0.02
C 0.44 -0.47 0.48
C -0.20 0.13 -0.18
H 0.00 -0.01 0.00
H 0.01 0.00 0.00
H 0.00 -0.01 0.00
H 0.01 0.00 0.01
H 0.00 0.00 0.00
H -0.01 0.02 -0.01

Number 1: maximum force 4.5 eV/Å. Number 2: maximum force 4.7 eV/Å. Number 3: maximum force 11.0 eV/Å. Number 4: maximum force 1.0 eV/Å. Number 5: maximum force 0.8 eV/Å.